{
  "formula": "C5H8BN2O",
  "method": "ωB97M-V/def2-TZVPD",
  "charge": 1,
  "smiles": "CB(O)c1cccn[nH+]1",
  "homo_lumo_gap_ha": 0.348,
  "multiplicity": 1,
  "e_lumo_ev": -5.388,
  "total_energy_ev": -11011.9908,
  "elements": ["C", "B", "O", "C", "C", "C", "C", "N", "N", "H", "H", "H", "H", "H", "H", "H", "H"],
  "xyz": [[-1.520094, 0.452383, 1.958476], [-0.711945, -0.713715, 1.224066], [-0.798809, -2.020425, 1.673117], [0.151217, -0.260226, -0.085086], [-0.531732, 0.418349, -1.141858], [0.345704, 0.796231, -2.198500], [1.726545, 0.450452, -2.053091], [2.325263, -0.213702, -1.086052], [1.449859, -0.522849, -0.150961], [-1.562634, 0.326048, 3.054000], [-1.021087, 1.414501, 1.691163], [-2.539561, 0.518598, 1.506416], [0.026673, -2.347821, 2.067334], [-1.605908, 0.630779, -1.133740], [0.009427, 1.332993, -3.094738], [2.402840, 0.779165, -2.863562], [1.854243, -1.040762, 0.633018]],
  "forces_ev_per_angstrom": [[0.6, 0.1, -1.2], [-1.0, 0.1, 1.2], [1.0, 1.2, -0.1], [-1.6, -0.1, 0.1], [2.7, 0.2, -1.2], [-0.8, -0.8, 1.8], [0.7, 0.9, -2.0], [-1.5, 0.8, -0.5], [-0.1, -0.7, 1.0], [-0.2, 0.0, -0.6], [-0.5, -0.4, 0.4], [0.5, -0.1, 0.6], [-0.4, -0.5, -0.3], [0.5, -0.1, 0.1], [0.2, -0.3, 0.5], [-0.4, -0.3, 0.6], [0.0, 0.2, -0.4]],
  "mulliken_charge": [-0.88, 0.18, -0.45, 0.54, -0.21, -0.38, -0.15, -0.87, 0.51, 0.29, 0.34, 0.32, 0.32, 0.39, 0.38, 0.42, 0.27]
}

=====

{
  "formula": "C4H12NO2",
  "method": "ωB97M-V/def2-TZVPD",
  "charge": 1,
  "smiles": "CCC(O)(O)C[NH3+]",
  "homo_lumo_gap_ha": 0.404,
  "multiplicity": 1,
  "e_above_lowest_kcal_mol": 57.7,
  "e_lumo_ev": -3.357,
  "total_energy_ev": -9919.7267,
  "elements": ["C", "C", "C", "C", "N", "O", "O", "H", "H", "H", "H", "H", "H", "H", "H", "H", "H", "H", "H"],
  "xyz": [[2.596489, -0.215817, -0.425681], [1.517129, 0.110526, 0.557143], [-1.315423, 0.945805, 0.381532], [-0.259062, -0.065888, -0.005144], [-2.601360, 0.340345, 0.020369], [-0.331287, -0.113340, -1.430931], [-0.751955, -1.233223, 0.538822], [3.583025, -0.346204, -0.058966], [2.591324, 0.501903, -1.209523], [2.377716, -1.174351, -0.853417], [1.440715, -0.674847, 1.327927], [1.687501, 1.044288, 1.062465], [-1.142340, 1.117021, 1.468459], [-1.007650, 1.817401, -0.217539], [-2.567593, 0.150427, -0.991810], [-3.438336, 0.879416, 0.176784], [-2.803691, -0.590996, 0.524000], [0.459565, -0.626481, -1.845997], [-0.034761, -1.865976, 0.981510]],
  "forces_ev_per_angstrom": [[-1.6, -0.4, -0.8], [-3.1, -0.9, 0.8], [2.8, 0.9, 0.9], [3.6, -0.6, -0.8], [-1.2, -1.6, 0.1], [1.9, -1.1, -0.4], [2.1, -3.3, 1.9], [0.8, 0.3, 0.9], [0.3, 0.7, -0.8], [-0.1, -0.7, -0.6], [0.3, 0.4, 0.0], [-0.3, 0.5, 0.1], [-1.0, 0.1, -0.8], [-1.2, 0.1, 0.3], [0.1, -0.2, 0.2], [-0.2, 0.9, 0.2], [1.0, 1.4, -0.9], [-2.0, 1.3, 1.3], [-2.2, 2.2, -1.7]],
  "mulliken_charge": [-1.35, -0.31, -1.03, 0.86, -0.28, -0.62, -0.63, 0.40, 0.37, 0.34, 0.30, 0.39, 0.37, 0.37, 0.37, 0.36, 0.37, 0.36, 0.37]
}

=====

{
  "formula": "C30H47FN6",
  "method": "ωB97M-V/def2-TZVPD",
  "smiles": "Fc1ccccc1.CCCC#N.CCCC#N.CCCC#N.CCCC#N.CCCC#N.CCCC#N",
  "homo_lumo_gap_ha": 0.351,
  "multiplicity": 1,
  "e_above_lowest_kcal_mol": 73.9,
  "e_lumo_ev": 0.274,
  "total_energy_ev": -43525.0888,
  "elements": ["C", "C", "C", "C", "N", "H", "H", "H", "H", "H", "H", "H", "C", "C", "C", "C", "N", "H", "H", "H", "H", "H", "H", "H", "C", "C", "C", "C", "N", "H", "H", "H", "H", "H", "H", "H", "C", "C", "C", "C", "N", "H", "H", "H", "H", "H", "H", "H", "C", "C", "C", "C", "N", "H", "H", "H", "H", "H", "H", "H", "C", "C", "C", "C", "N", "H", "H", "H", "H", "H", "H", "H", "F", "C", "C", "C", "C", "C", "C", "H", "H", "H", "H", "H"],
  "xyz": [[2.704160, 23.591380, -11.011240], [2.778620, 25.066670, -10.646370], [1.572800, 25.692150, -10.023900], [0.394400, 25.904460, -10.861800], [-0.499870, 26.051980, -11.448220], [2.220590, 23.064680, -10.188540], [3.586780, 22.967580, -11.152540], [2.072750, 23.497990, -11.894820], [3.030800, 25.619330, -11.551390], [3.486390, 25.392520, -9.884150], [1.843120, 26.687390, -9.671030], [1.125710, 25.138930, -9.197980], [-5.406050, 17.351180, -9.829860], [-5.303430, 17.807270, -11.225340], [-6.587100, 17.650130, -11.972620], [-7.349040, 16.422470, -11.996770], [-7.981520, 15.453810, -12.040060], [-4.393860, 17.090840, -9.520340], [-6.106070, 16.534020, -9.655740], [-5.930790, 18.149500, -9.305050], [-4.539500, 17.201840, -11.713150], [-4.963710, 18.836790, -11.338330], [-6.520250, 17.926280, -13.024940], [-7.208310, 18.418220, -11.511920], [-6.513870, 22.175100, -18.470670], [-7.942960, 22.053220, -17.873740], [-7.991430, 22.843480, -16.485100], [-6.867650, 22.799550, -15.559910], [-5.928410, 22.830070, -14.870520], [-6.181030, 23.212860, -18.489790], [-6.549070, 21.654260, -19.427540], [-5.888240, 21.495200, -17.892370], [-8.246090, 21.011330, -17.770480], [-8.576740, 22.398230, -18.690680], [-8.937770, 22.619520, -15.992780], [-8.106090, 23.869320, -16.835260], [-1.102650, 24.928220, -17.977900], [-1.529680, 24.577040, -16.528920], [-0.231690, 24.394790, -15.750020], [0.875150, 23.445020, -16.110450], [1.743170, 22.675290, -16.406000], [-0.607720, 25.899150, -17.998810], [-1.924260, 24.749610, -18.671560], [-0.345150, 24.268230, -18.400630], [-2.075460, 23.640700, -16.645080], [-2.171220, 25.367200, -16.138820], [-0.527470, 23.974750, -14.788670], [0.281570, 25.354740, -15.693850], [-0.598840, 17.703990, -7.368050], [0.568300, 18.036920, -6.456020], [1.246570, 19.354800, -6.718530], [0.316610, 20.435310, -6.792920], [-0.487010, 21.262080, -6.918640], [-1.303330, 18.534880, -7.330510], [-0.943340, 16.691730, -7.156520], [-0.341900, 17.815650, -8.421440], [1.212860, 17.157920, -6.452030], [0.213300, 18.077240, -5.426230], [1.813290, 19.252790, -7.644010], [1.841450, 19.654210, -5.855640], [-3.712680, 12.221000, -12.631380], [-4.136150, 12.019880, -11.164730], [-4.692670, 10.698870, -10.805920], [-5.767640, 10.193710, -11.655930], [-6.720970, 9.845750, -12.235730], [-3.267810, 13.207530, -12.761560], [-4.544450, 12.199560, -13.335520], [-2.986840, 11.447720, -12.882960], [-4.928240, 12.764990, -11.090460], [-3.348800, 12.445770, -10.542800], [-5.087390, 10.858970, -9.802590], [-3.914400, 9.943940, -10.694160], [0.840580, 17.767400, -12.354020], [-0.073810, 18.257270, -13.256730], [-0.724580, 19.493010, -13.001220], [-1.767410, 19.985690, -13.849350], [-2.051980, 19.430700, -15.049970], [-1.674860, 18.101820, -15.125680], [-0.690860, 17.549320, -14.245090], [-0.347780, 20.147610, -12.229260], [-2.274130, 20.895730, -13.563940], [-2.731250, 19.892370, -15.751290], [-1.976610, 17.425240, -15.911540], [-0.457200, 16.496800, -14.308410]],
  "forces_ev_per_angstrom": [[-0.8, -0.4, 0.8], [1.2, 0.3, -0.3], [-1.9, 0.5, 0.0], [8.8, -1.6, 5.2], [-8.9, 1.5, -6.0], [-0.4, -0.1, 0.0], [0.5, 0.8, -0.3], [0.0, -0.2, 0.0], [0.1, 0.2, 0.0], [0.9, -0.9, -0.3], [0.0, 0.0, 0.2], [0.6, -0.2, 0.4], [-0.6, 0.4, 1.1], [1.1, -1.4, -1.8], [-1.1, 1.6, -0.8], [-0.4, -1.7, 0.5], [0.7, 1.0, 0.0], [-0.4, 0.2, 0.9], [0.4, -0.5, -0.5], [0.7, 0.2, 0.8], [0.2, 0.0, -0.3], [-0.1, 0.0, 0.2], [0.3, 0.3, -0.1], [-0.7, 0.0, -0.2], [-1.0, -1.7, 0.5], [1.6, 0.1, 0.4], [-1.6, 0.1, -2.0], [1.8, -0.3, 0.7], [-1.7, -0.2, -1.1], [0.2, -0.3, -0.2], [0.2, 0.7, -0.4], [0.6, 0.6, 0.3], [0.3, -0.1, 0.3], [-0.6, 0.8, 0.8], [0.2, -0.1, 0.3], [0.2, 0.3, 0.4], [-0.1, -0.3, 0.0], [1.4, -0.9, -2.7], [0.5, -0.7, 1.3], [2.4, -3.0, -2.2], [-3.7, 3.4, 1.4], [-0.6, 0.3, -0.4], [-0.2, 0.9, -0.1], [0.2, -0.4, 0.6], [-0.2, 0.0, 0.6], [0.3, -0.2, 0.4], [0.2, 0.7, 0.6], [-0.2, 0.1, 0.6], [0.4, 1.1, -0.6], [-0.8, -1.1, 0.9], [0.9, -0.5, 0.2], [-2.2, 1.7, -1.0], [1.1, -0.9, 0.3], [-0.8, -0.5, 0.7], [-0.5, 0.4, -0.1], [0.6, -0.6, -0.2], [0.7, 0.4, -0.2], [-0.3, -0.1, 0.1], [0.3, 0.5, 0.1], [0.8, -0.4, -0.2], [0.4, -0.4, 0.2], [-0.3, 2.8, -2.2], [0.3, -0.8, 1.2], [-2.2, -0.4, -1.0], [2.2, 0.6, 1.1], [0.2, -0.1, 0.1], [-0.1, -0.4, 0.1], [0.1, 0.1, -0.4], [-0.3, 0.0, 0.5], [0.1, -0.8, 0.4], [-0.3, -0.5, 0.1], [0.0, -0.2, -0.2], [-0.8, 0.3, -1.4], [-2.0, 2.2, 1.2], [0.2, 0.2, -0.7], [2.2, 1.2, 2.0], [-1.0, -1.9, -0.1], [2.2, -0.9, 0.0], [-0.5, -1.2, -1.0], [-0.2, -0.1, 0.4], [0.3, 0.3, 0.1], [-0.1, -0.1, 0.0], [-0.2, 0.2, -0.2], [0.1, -0.2, -0.4]],
  "mulliken_charge": [-0.97, -0.25, -0.50, 0.13, -0.35, 0.24, 0.36, 0.22, 0.30, 0.25, 0.30, 0.28, -1.19, -0.14, -0.60, 0.31, -0.45, 0.25, 0.36, 0.36, 0.25, 0.27, 0.33, 0.24, -1.09, -0.47, -0.49, 0.34, -0.45, 0.33, 0.39, 0.24, 0.32, 0.31, 0.33, 0.27, -1.27, -0.29, -0.26, 0.20, -0.50, 0.34, 0.33, 0.36, 0.24, 0.30, 0.26, 0.29, -1.14, -0.52, -0.22, 0.21, -0.46, 0.37, 0.33, 0.30, 0.33, 0.29, 0.26, 0.24, -1.21, -0.45, -0.29, 0.24, -0.42, 0.34, 0.34, 0.32, 0.21, 0.37, 0.24, 0.30, -0.29, 0.27, -0.36, -0.46, -0.84, -0.31, -0.31, 0.48, 0.50, 0.49, 0.40, 0.41]
}